Molecular formula: C19H38AgBr2O11S4
Method: DFT, ωB97M-V/def2-TZVPD

Its multiplicity is 3. The total charge is +1. Its total energy is -230255.119 eV. Its LUMO energy (spin up / spin down) is -1.78 / -8.15 eV. The calculation puts the molar mass at 838.45 g/mol. The value obtained for the HOMO-LUMO gap (spin up / spin down) is 10.603 / 2.867 eV. The expectation value of S² is 2.010. The maximum force is 3.51 eV/Å.

Last column: Mulliken spin population.
Geometry (Å):
Ag (-0.30773, -0.08195, -0.19085)  0.495
Br (1.61442, 0.50957, 1.65673)  0.668
Br (-2.02951, -0.86283, -2.17516)  0.744
C (1.06176, 5.39498, 0.04651)  0.000
C (2.01468, 4.80874, -0.97530)  0.000
C (1.13639, 4.05202, -1.94337)  0.002
S (-0.36499, 3.45767, -1.01919)  0.000
O (-0.32383, 1.99064, -1.07160)  0.023
O (-1.60158, 4.15979, -1.48090)  0.002
C (0.26789, 4.14738, 0.58370)  0.001
H (0.43657, 6.13008, -0.46033)  0.000
H (1.50031, 5.96722, 0.86401)  0.000
H (2.79098, 4.15764, -0.57340)  0.000
H (2.46497, 5.67288, -1.46376)  0.000
H (1.62803, 3.22787, -2.46026)  -0.001
H (0.87674, 4.71006, -2.77262)  0.000
H (0.95947, 3.44768, 1.05299)  -0.003
H (-0.52499, 4.29251, 1.31745)  0.000
C (2.02018, -3.65513, -3.18340)  0.000
C (3.22424, -3.98492, -2.32630)  0.000
C (2.97659, -3.39137, -0.93624)  0.000
S (1.10742, -3.40456, -0.68037)  0.003
O (0.62090, -2.06572, -0.41267)  0.029
O (0.80238, -4.48512, 0.29847)  0.004
C (0.70662, -3.94587, -2.41316)  -0.002
H (1.96789, -4.25251, -4.09362)  0.000
H (2.10616, -2.64023, -3.57157)  -0.001
H (4.13605, -3.64815, -2.81954)  0.000
H (3.37433, -5.06409, -2.29512)  0.000
H (3.40272, -2.39406, -0.82721)  -0.001
H (3.40467, -3.89291, -0.06832)  -0.001
H (-0.21641, -3.47594, -2.75268)  0.001
H (0.70417, -5.02709, -2.27511)  0.000
C (0.12103, -1.98847, 5.27459)  -0.001
C (1.23117, -2.60681, 4.40977)  0.000
C (0.63305, -3.14356, 3.03569)  -0.003
S (-1.00176, -2.32067, 2.84257)  -0.007
O (-2.15858, -3.15831, 3.13481)  0.002
O (-1.06562, -1.48693, 1.62365)  0.011
C (-0.82294, -1.20981, 4.39985)  0.002
H (0.56377, -1.35900, 6.04650)  0.000
H (-0.45445, -2.76382, 5.78032)  0.001
H (1.78429, -3.44187, 4.83968)  0.000
H (2.00109, -1.86257, 4.20628)  0.001
H (0.61480, -4.19772, 2.75909)  0.000
H (1.33982, -2.75205, 2.30405)  0.001
H (-1.76309, -0.73213, 4.67561)  0.000
H (-0.38735, -0.34003, 3.90806)  0.002
C (-5.73983, 1.59576, 0.68657)  0.000
C (-5.65310, 0.20142, 1.28835)  0.000
C (-4.18227, -0.10976, 1.78316)  0.001
S (-3.15918, 1.42231, 1.27680)  -0.013
O (-1.95582, 1.11262, 0.52486)  0.039
O (-3.19359, 2.27473, 2.46478)  0.003
C (-4.41823, 2.01647, 0.05462)  0.004
H (-5.85435, 2.19818, 1.58773)  0.000
H (-6.60400, 1.94476, 0.12131)  0.000
H (-6.02505, -0.57789, 0.62319)  0.000
H (-6.31905, 0.18347, 2.15107)  0.000
H (-3.90285, -1.01096, 1.23740)  -0.002
H (-4.07102, -0.19476, 2.86413)  0.000
H (-4.28645, 1.65171, -0.96405)  0.000
H (-4.25027, 3.07837, -0.12500)  0.000
C (3.84411, 1.55448, -1.47072)  0.002
O (3.23482, 1.29342, -2.70677)  0.000
C (2.17679, 0.50240, -2.84075)  -0.022
O (1.57198, -0.01089, -1.94561)  0.008
O (1.94653, 0.45294, -4.15733)  0.003
C (0.74087, -0.06517, -4.64743)  0.001
H (4.35015, 0.65459, -1.12111)  0.001
H (3.27316, 1.95853, -0.63475)  -0.001
H (4.73020, 2.17438, -1.60741)  0.000
H (-0.18728, 0.47861, -4.47158)  0.000
H (0.51578, -0.97014, -4.08312)  0.003
H (0.84521, -0.30014, -5.70668)  0.000



Molecular formula: C19H38BBr2CaCl2CsN4O11S
Method: DFT, ωB97M-V/def2-TZVPD

The total charge is 0. Its total energy is -244422.232 eV. Its LUMO energy is -3.67 eV. The calculation puts the molar mass at 945.11 g/mol. The value obtained for the HOMO-LUMO gap is 1.237 eV. The maximum force is 3.63 eV/Å.

Last column: Mulliken charge in e.
Geometry (Å):
C (3.87139, 1.68756, 2.56850)  -1.385
B (2.57760, 0.79358, 2.43372)  0.815
O (2.38249, -0.24024, 3.34198)  -0.584
C (1.46163, 1.02239, 1.32154)  1.666
C (0.12468, 0.91462, 2.12642)  -1.166
C (-1.10840, 1.43725, 1.39956)  -0.976
O (-1.05290, 1.11387, 0.02132)  -0.269
C (1.65221, -0.19939, 0.37520)  -0.402
N (3.16184, -0.52525, 0.48098)  -0.591
C (3.61454, -1.11182, -0.50544)  0.502
S (4.24212, -1.66018, -1.79875)  -0.222
O (1.42598, 0.24242, -0.92527)  -0.302
C (1.48982, 1.59774, -1.05390)  0.084
O (1.46374, 2.16445, -2.09246)  -0.614
C (1.63663, 2.17058, 0.34200)  0.396
C (1.03466, 3.55610, 0.64041)  -0.809
C (1.92569, 4.70957, 0.15474)  -0.745
O (1.56488, 5.05943, -1.17325)  -0.557
H (3.60110, 2.59511, 3.11513)  0.346
H (4.68429, 1.16425, 3.10511)  0.387
H (4.25435, 2.01286, 1.58797)  0.143
H (2.09159, 0.16195, 4.17239)  0.339
H (0.22280, 1.38139, 3.10930)  0.369
H (-0.02891, -0.14790, 2.32423)  0.410
H (-1.22217, 2.50534, 1.60401)  0.383
H (-1.98484, 0.95113, 1.84165)  0.583
H (-1.88717, 1.42648, -0.35385)  0.088
H (1.04847, -1.06215, 0.63457)  0.596
H (2.71932, 2.40172, 0.33568)  -0.015
H (0.06835, 3.69388, 0.15906)  0.283
H (0.95203, 3.64524, 1.72799)  0.392
H (2.98921, 4.45103, 0.22606)  0.303
H (1.78215, 5.59057, 0.78272)  0.382
H (2.17080, 4.62508, -1.78056)  0.320
Ca (5.68591, 0.90497, 0.75028)  0.922
C (9.62236, -0.58016, 2.54316)  0.559
O (8.89010, -0.27193, 1.58549)  -0.600
N (9.12109, -0.70099, 3.82188)  -0.353
N (10.92221, -0.79927, 2.40570)  -0.412
H (9.68739, -0.93998, 4.61258)  0.164
H (8.14416, -0.53461, 3.95564)  0.138
H (11.31859, -0.70273, 1.48840)  0.272
H (11.52864, -1.03467, 3.16556)  0.169
C (-1.65491, 1.86606, -3.43552)  0.387
Cl (-3.04211, 1.49833, -2.39306)  -0.132
Cl (-1.65336, 0.87059, -4.89472)  -0.185
H (-1.70762, 2.90909, -3.72313)  0.305
H (-0.74420, 1.67560, -2.88128)  -0.413
Br (12.90479, 1.02424, 1.97818)  -0.862
C (5.05206, 0.33606, -5.86350)  -0.687
N (5.68233, -1.00524, -5.70971)  0.877
O (5.19669, -1.76795, -4.89539)  -0.534
O (6.63780, -1.24387, -6.40955)  -0.508
H (4.21505, 0.40470, -5.17828)  0.274
H (5.80944, 1.07903, -5.63271)  0.286
H (4.72189, 0.42377, -6.89384)  0.281
C (-6.95957, 1.33272, -1.97783)  -1.180
C (-6.82121, 1.97527, -0.59156)  1.386
O (-5.64817, 2.12389, -0.17677)  -0.548
O (-7.90130, 2.27170, -0.03460)  -0.893
H (-5.99010, 1.09956, -2.40682)  0.007
H (-7.53476, 0.40269, -1.89972)  0.255
H (-7.48256, 2.01643, -2.65222)  0.344
Cs (-9.88661, 1.39395, -0.75386)  0.918
C (-8.49433, -6.09515, 1.98695)  -1.012
C (-8.93887, -5.44033, 0.69036)  -0.337
O (-8.46526, -4.11549, 0.52276)  -0.402
C (-7.05627, -3.95420, 0.50258)  -0.338
C (-6.36933, -4.72440, -0.61251)  -1.017
H (-8.81482, -5.50054, 2.84344)  0.290
H (-8.92496, -7.09321, 2.07161)  0.382
H (-7.40979, -6.19504, 2.04393)  0.263
H (-10.02685, -5.37015, 0.68032)  0.317
H (-8.65894, -6.05712, -0.17078)  0.298
H (-6.62997, -4.21528, 1.47693)  0.287
H (-6.87658, -2.88791, 0.36201)  0.335
H (-6.51204, -5.80114, -0.51546)  0.270
H (-5.29702, -4.52739, -0.60030)  0.382
H (-6.76815, -4.42644, -1.58347)  0.280
Br (-5.80081, 2.24789, 2.15007)  -0.384



Molecular formula: C19H38BBrN3O10PTa
Method: DFT, ωB97M-V/def2-TZVPD

The total charge is -1. Its total energy is -126822.751 eV. Its LUMO energy is 2.02 eV. The calculation puts the molar mass at 771.16 g/mol. The value obtained for the HOMO-LUMO gap is 5.921 eV. The maximum force is 1.92 eV/Å.

Last column: Mulliken charge in e.
Geometry (Å):
C (0.55277, -3.81128, -2.56749)  -0.960
C (1.27106, -4.26204, -1.28405)  -0.223
B (2.16609, -3.06223, -0.75221)  -0.083
O (3.49961, -3.04944, -1.10321)  -0.763
Ta (1.33700, -1.38991, 0.74441)  1.627
C (1.99046, -2.64638, 2.48874)  -1.588
C (1.80514, -1.91733, 3.82815)  0.394
C (2.55398, -2.58820, 4.97645)  -1.066
N (3.97483, -2.18917, 4.99260)  -0.483
C (3.35382, -0.45894, 0.72410)  -1.299
C (3.57042, 1.00493, 1.15930)  -0.657
C (4.10986, 1.08743, 2.59065)  -0.286
Br (3.29257, 2.49064, 3.67096)  -0.245
C (0.29698, 0.39602, 1.75191)  -0.365
C (-0.70707, 1.28203, 1.02797)  -1.119
O (-1.85003, 0.51545, 0.57841)  -0.080
C (-3.03443, 0.72359, 1.19254)  0.744
C (-3.60555, -0.54103, 1.77163)  -1.085
O (-3.56904, 1.80167, 1.24057)  -0.621
O (-0.55165, -2.35976, 0.77034)  -0.856
C (-1.01343, -2.77658, 1.87391)  0.675
N (-1.37664, -3.28640, 2.84853)  -0.716
P (0.92047, -0.17906, -1.58158)  0.318
N (1.74124, -0.80402, -2.81630)  -0.555
H (-0.03032, -4.63706, -2.98559)  0.438
H (-0.11684, -2.97439, -2.38598)  0.102
H (1.26861, -3.48695, -3.32150)  0.262
H (0.53462, -4.55876, -0.53006)  0.112
H (1.91404, -5.13215, -1.49484)  0.328
H (3.85543, -3.94539, -1.11039)  0.274
H (3.06736, -2.79356, 2.31787)  0.547
H (1.54493, -3.64808, 2.51758)  0.598
H (0.73822, -1.92478, 4.07286)  0.300
H (2.11691, -0.86817, 3.77196)  -0.156
H (2.09679, -2.33941, 5.93665)  0.468
H (2.47027, -3.67164, 4.82991)  0.272
H (4.32067, -2.14085, 5.94152)  0.207
H (4.53855, -2.88398, 4.52087)  0.191
H (3.65254, -0.56296, -0.32852)  0.569
H (4.04254, -1.10615, 1.27938)  0.596
H (4.33110, 1.45243, 0.51141)  0.474
H (2.67329, 1.61523, 1.05943)  0.261
H (3.97575, 0.15948, 3.14171)  -0.045
H (5.17307, 1.31148, 2.59932)  0.435
H (-0.26505, -0.11092, 2.55681)  0.462
H (1.00354, 1.07833, 2.23688)  -0.013
H (-0.26989, 1.77215, 0.15594)  0.230
H (-1.08556, 2.08707, 1.66872)  0.582
H (-4.66868, -0.40941, 1.95908)  0.375
H (-3.43534, -1.39418, 1.11725)  0.254
H (-3.09994, -0.75750, 2.71511)  0.268
H (-0.48413, -0.10562, -1.82549)  -0.290
H (1.23500, 1.20187, -1.42868)  -0.009
H (2.31993, -0.09729, -3.25841)  0.206
C (-2.40107, 1.71506, -4.35290)  -0.108
C (-3.56929, 1.07504, -3.62218)  -0.032
O (-3.32736, -0.31667, -3.81372)  -0.378
C (-1.99130, -0.49023, -4.03457)  0.614
O (-1.43738, -1.53481, -3.99263)  -0.508
O (-1.39714, 0.70585, -4.24543)  -0.315
H (-2.06210, 2.63866, -3.90232)  0.166
H (-2.62637, 1.89053, -5.40639)  0.201
H (-3.55383, 1.28655, -2.55006)  0.034
H (-4.54003, 1.34462, -4.03157)  0.308
C (-4.64438, 5.41162, -2.15972)  -0.227
C (-3.51382, 6.34139, -1.75164)  -0.345
O (-2.41529, 5.82463, -2.50692)  -0.325
C (-2.89857, 5.15649, -3.57516)  0.712
O (-2.23671, 4.72989, -4.46553)  -0.548
O (-4.24205, 5.01284, -3.47643)  -0.323
H (-5.61801, 5.89108, -2.20211)  0.287
H (-4.69963, 4.52461, -1.52728)  0.222
H (-3.69336, 7.37328, -2.05842)  0.264
H (-3.27814, 6.31074, -0.69213)  0.301